Record 1
Density functional theory data (ωB97M-V/def2-TZVPD) for a molecular structure, C33H26BCl3F5N4O2PRuS3Si.

Properties
HOMO-LUMO gap (alpha / beta): 6.5 / 5.5 eV
relative energy (zero: lowest compared OMol25 entry of this formula, charge and spin): 0.440 eV
charge: -1
E_HOMO (alpha / beta): -4.305 / -5.384 eV
LUMO (alpha / beta): 0.0821 / 0.0027 hartree
2S+1: 6
DFT total energy: -148791.40776 eV

Atoms and positions in Å:
Ru1 0.197 0.218 -0.159
Cl1 2.523 2.732 -2.093
Cl2 1.628 0.344 -4.105
Cl3 3.648 -0.239 -1.698
S1 0.082 2.691 1.083
S2 -1.796 -1.361 -0.607
S3 -1.884 1.988 -0.987
P1 2.164 -0.257 1.543
Si1 1.796 0.729 -2.012
F1 -3.137 2.400 5.997
F2 -1.916 0.556 1.881
F3 -1.578 4.553 5.503
F4 -3.323 0.410 4.159
F5 -0.112 4.684 3.259
O1 1.286 -2.006 0.164
O2 2.320 -3.385 -1.285
N1 -1.664 1.379 -3.640
N2 -0.813 3.323 -3.104
N3 -0.795 -3.054 -2.470
N4 -1.564 -1.205 -3.353
C1 -1.067 -1.993 -4.364
C2 2.693 2.235 2.882
C3 -1.779 1.530 2.773
C4 0.210 -1.621 2.997
C5 4.515 -3.493 0.578
C6 -2.436 2.462 4.869
C7 -0.028 -1.599 5.391
C8 -0.384 4.471 -2.334
C9 3.396 3.421 3.030
C10 5.534 -2.436 2.475
C11 -0.661 3.173 -4.464
C12 -1.354 -1.853 -2.189
C13 4.535 -1.476 2.489
C14 1.080 -0.772 5.491
C15 5.540 -3.432 1.507
C16 3.164 1.218 2.050
C17 3.504 -1.524 1.553
C18 4.580 3.622 2.338
C19 -0.451 -2.036 4.143
C20 1.319 -0.780 3.087
C21 -0.589 -3.138 -3.825
C22 -1.629 3.557 4.613
C23 -0.565 -4.111 -1.509
C24 -1.420 2.212 -2.618
C25 1.761 -0.378 4.348
C26 -0.914 2.599 2.491
C27 -1.192 1.971 -4.784
C28 3.484 -2.566 0.627
C29 -2.517 1.445 3.935
C30 4.360 1.437 1.361
C31 2.286 -2.681 -0.281
C32 -0.889 3.619 3.451
C33 5.062 2.623 1.505
B1 -2.485 0.045 -3.596
H1 -3.283 0.104 -2.708
H2 -1.135 5.263 -2.379
H3 -0.562 -1.904 6.283
H4 1.420 -0.434 6.463
H5 5.979 2.774 0.949
H6 4.565 -0.684 3.227
H7 0.563 4.829 -2.726
H8 -2.980 -0.088 -4.687
H9 -0.138 -1.938 2.022
H10 5.114 4.559 2.434
H11 4.743 0.672 0.701
H12 2.634 0.253 4.442
H13 3.004 4.202 3.670
H14 -1.481 -4.691 -1.368
H15 -1.103 -1.676 -5.390
H16 6.314 -2.407 3.227
H17 0.244 -4.741 -1.863
H18 -1.269 1.482 -5.737
H19 -0.253 4.176 -1.297
H20 -0.272 -3.665 -0.566
H21 4.488 -4.258 -0.188
H22 -1.310 -2.689 4.063
H23 6.339 -4.162 1.488
H24 1.773 2.097 3.434
H25 -0.203 3.928 -5.077
H26 -0.139 -4.002 -4.281

Record 2
Density functional theory data (ωB97M-V/def2-TZVPD) for a molecular structure, C4H5CuNaO3 in a non-equilibrium geometry.

Properties
HOMO-LUMO gap (alpha / beta): 5.4 / 5.4 eV
relative energy (zero: lowest compared OMol25 entry of this formula, charge and spin): 1.288 eV
charge: 0
E_HOMO (alpha / beta): -6.634 / -6.638 eV
LUMO (alpha / beta): -0.0447 / -0.0443 hartree
2S+1: 2
DFT total energy: -59414.65964 eV

Atoms and positions in Å:
Cu1 -0.555 -1.556 -1.527
Na1 2.077 1.757 2.151
O1 -2.261 0.177 -1.065
O2 2.885 0.319 0.740
O3 -2.163 -1.213 -0.694
C1 -1.615 1.050 -0.207
C2 2.133 -0.417 0.015
C3 0.750 -0.496 0.234
C4 -0.197 1.160 -0.294
H1 0.456 -1.080 1.123
H2 2.444 -0.670 -1.022
H3 -2.527 1.616 0.055
H4 -1.121 2.321 -0.121
H5 0.468 1.804 -0.885

Record 3
Density functional theory data (ωB97M-V/def2-TZVPD) for 2 unconnected molecules or ions with the total composition C13H23F5N2O8PS in a non-equilibrium geometry.

Properties
HOMO-LUMO gap (alpha / beta): 9.2 / 9.7 eV
charge: 0
E_HOMO (alpha / beta): -9.267 / -10.318 eV
LUMO (alpha / beta): -0.0042 / -0.0219 hartree
2S+1: 2
DFT total energy: -66919.10330 eV

Atoms and positions in Å:
S1 -0.559 -2.306 -1.796
P1 -2.636 -1.090 0.849
F1 -0.278 -3.753 -3.978
F2 -0.509 -1.569 -4.452
F3 2.339 -1.657 -2.675
F4 2.051 -1.853 -4.900
F5 2.293 -3.691 -3.617
O1 -2.582 -0.178 2.272
O2 -1.897 -2.565 1.175
O3 0.943 0.457 4.945
O4 -0.250 0.937 6.691
O5 -4.133 -1.394 0.590
O6 2.034 2.879 -0.130
O7 0.214 -3.277 -0.935
O8 -1.979 -2.843 -1.842
N1 0.118 0.191 5.803
N2 1.540 1.748 -0.545
C1 -0.487 -1.166 5.753
C2 -2.009 -0.203 -0.688
C3 -0.063 0.544 -2.213
C4 1.411 2.519 -2.890
C5 -0.500 -0.541 -1.122
C6 0.554 1.903 -1.645
C7 1.091 0.857 0.555
C8 -0.560 3.050 -1.360
C9 0.099 1.579 1.618
C10 1.698 -2.412 -3.660
C11 0.554 -0.578 0.081
C12 2.426 0.534 1.426
C13 0.104 -2.462 -3.528
H1 0.655 0.165 -3.012
H2 -0.988 -1.267 4.791
H3 0.320 -1.889 5.856
H4 0.755 2.317 -3.814
H5 -1.019 0.842 -2.780
H6 2.239 -0.379 2.099
H7 2.736 1.433 2.042
H8 2.375 1.933 -3.017
H9 -1.191 2.845 -0.442
H10 0.371 2.670 1.793
H11 -2.771 -0.428 -1.518
H12 0.207 -1.125 1.012
H13 1.561 3.641 -2.783
H14 -3.430 0.299 2.400
H15 -2.135 0.922 -0.483
H16 0.263 1.051 2.636
H17 3.251 0.220 0.694
H18 -2.320 -3.296 0.675
H19 1.481 -1.144 -0.297
H20 -0.981 1.557 1.273
H21 -1.198 -1.262 6.571
H22 -0.027 4.050 -1.170
H23 -1.180 3.185 -2.306

Record 4
Density functional theory data (ωB97M-V/def2-TZVPD) for 2 unconnected molecules or ions with the total composition C3H12IN4 in a non-equilibrium geometry.

Properties
HOMO-LUMO gap: 7.7 eV
relative energy (zero: lowest compared OMol25 entry of this formula, charge and spin): 2.315 eV
charge: +1
E_HOMO: -11.064 eV
LUMO: -0.1225 hartree
DFT total energy: -17355.13300 eV

Atoms and positions in Å:
I1 -2.519 0.387 0.291
N1 0.194 -2.087 -0.144
N2 0.062 -2.104 -1.547
N3 -0.151 2.050 0.964
N4 -0.492 -3.073 0.447
C1 -0.228 1.700 -1.402
C2 0.967 -1.267 0.409
C3 -0.346 1.009 -0.084
H1 -1.350 -3.328 0.002
H2 -0.762 2.855 0.821
H3 0.838 -2.782 -1.784
H4 -0.276 1.617 1.907
H5 1.008 -1.567 1.460
H6 -0.898 1.402 -2.206
H7 -0.552 -3.054 1.450
H8 1.729 -0.715 -0.164
H9 0.832 2.420 0.887
H10 0.789 1.522 -1.904
H11 0.388 -1.164 -1.838
H12 -0.134 2.817 -1.513

Record 5
Density functional theory data (ωB97M-V/def2-TZVPD) for a single C2H2Cl2 molecule in a non-equilibrium geometry.

Properties
HOMO-LUMO gap: 10.7 eV
relative energy (zero: lowest compared OMol25 entry of this formula, charge and spin): 0.452 eV
charge: 0
E_HOMO: -10.095 eV
LUMO: 0.0210 hartree
DFT total energy: -27150.13720 eV

Atoms and positions in Å:
Cl1 2.202 -0.080 -0.059
Cl2 -2.215 0.010 -0.059
C1 -0.477 -0.343 0.155
C2 0.471 0.514 0.178
H1 0.430 1.546 -0.105
H2 -0.191 -1.376 0.101

Record 6
Density functional theory data (ωB97M-V/def2-TZVPD) for a molecular structure, C18H14Cl2FeI2NO2 in a non-equilibrium geometry.

Properties
HOMO-LUMO gap (alpha / beta): 7.8 / 6.8 eV
charge: +2
E_HOMO (alpha / beta): -14.343 / -15.285 eV
LUMO (alpha / beta): -0.2410 / -0.3128 hartree
2S+1: 6
DFT total energy: -100097.46941 eV

Atoms and positions in Å:
I1 -1.930 2.692 2.722
I2 -1.879 -0.661 3.839
Fe1 -0.274 0.649 1.770
Cl1 3.254 -1.279 4.763
Cl2 6.005 -2.358 0.327
O1 -1.220 -0.550 0.403
O2 1.351 -0.052 2.867
N1 1.600 0.260 0.240
C1 -3.291 1.088 -3.585
C2 3.416 -1.182 3.080
C3 2.558 -0.417 0.893
C4 4.655 -1.643 1.061
C5 -2.222 0.316 -1.565
C6 -2.923 0.051 -2.747
C7 3.791 -0.770 -1.133
C8 4.512 -1.726 2.437
C9 -2.259 2.678 -2.100
C10 -2.307 -2.161 -0.916
C11 -1.870 -0.764 -0.635
C12 3.681 -0.958 0.253
C13 2.820 -0.053 -1.789
C14 1.736 0.447 -1.062
C15 2.378 -0.531 2.333
C16 -2.968 2.399 -3.265
C17 -1.898 1.646 -1.261
C18 -2.865 1.239 4.006
H1 5.274 -2.226 3.021
H2 4.639 -1.175 -1.669
H3 -1.362 1.864 -0.345
H4 -3.183 -0.964 -3.015
H5 2.886 0.136 -2.851
H6 0.961 1.016 -1.559
H7 -1.891 -2.503 -1.866
H8 -1.999 3.699 -1.855
H9 -3.844 0.879 -4.491
H10 -3.900 1.135 3.701
H11 -1.982 -2.822 -0.118
H12 -2.786 1.591 5.027
H13 -3.394 -2.201 -0.999
H14 -3.270 3.209 -3.915